Record 1
Here is C20H19N7O2PtS as an isolated structure at a distorted geometry from the OMol25 dataset. Energies are from ωB97M-V with the def2-TZVPD basis set.

The geometry in XYZ format:
```
50
Properties=species:S:1:pos:R:3:forces:R:3
Pt -0.1370 -0.2268 -0.2966 1.6 -0.1 -1.7
N 0.7793 -0.3393 1.8558 -0.5 0.1 0.1
N -0.2671 -0.1767 2.7856 0.7 -0.1 0.3
C -1.6035 -0.0619 2.4011 -0.5 0.1 -0.4
O -2.4464 0.0783 3.2637 -0.2 0.0 1.0
O -1.8399 -0.0853 1.1477 -0.4 0.0 0.1
H 1.2169 -1.2585 1.9657 -0.2 0.3 -0.1
H 1.4923 0.3831 1.9884 -0.3 -0.2 -0.1
H -0.0698 -0.2478 3.7740 0.0 0.0 -0.2
N -1.7231 2.7327 -2.4148 -0.3 -0.2 0.4
C -1.6275 2.3440 -1.1276 -0.9 0.2 -0.3
S -0.1139 2.4294 -0.3577 1.0 -1.8 0.3
N -2.6870 1.9680 -0.4114 0.5 0.1 0.0
C -4.0359 1.8339 -0.7522 -0.7 -0.1 -0.3
C -4.6697 2.5565 -1.7605 0.1 0.1 0.0
C -6.0105 2.3301 -2.0280 -0.1 -0.1 0.0
C -6.7366 1.4142 -1.2867 -0.1 0.0 0.0
C -6.1272 0.7504 -0.2310 0.1 0.1 -0.1
C -4.7864 0.9517 0.0317 0.1 0.0 0.0
H -0.8482 2.8258 -2.9075 0.0 -0.1 0.1
H -2.5077 2.3892 -2.9481 0.0 0.1 0.0
H -2.4473 1.4373 0.4416 0.2 0.0 0.0
H -4.1567 3.3385 -2.2996 0.1 0.0 0.0
H -6.4938 2.8805 -2.8238 0.0 0.0 0.0
H -7.7762 1.2320 -1.5158 -0.1 0.0 0.0
H -6.7006 0.0741 0.3857 0.0 -0.1 0.0
H -4.2974 0.4408 0.8481 0.1 -0.1 0.1
N -0.5938 -3.2245 -1.2149 -0.1 -0.3 -0.4
C 0.0754 -4.1548 -1.9170 0.0 0.2 0.3
C 1.3646 -4.1584 -1.4365 0.0 0.0 0.1
C 1.3830 -3.1747 -0.4437 0.0 -0.2 -0.3
N 0.1869 -2.6150 -0.3238 -0.3 1.7 0.2
H -1.5545 -2.9344 -1.3146 0.1 0.1 0.0
H -0.3930 -4.7391 -2.6830 -0.1 -0.1 -0.1
H 2.1785 -4.7760 -1.7506 0.1 -0.2 -0.1
H 2.2028 -2.8748 0.1804 0.1 0.2 0.0
N 1.7880 0.6615 -9.9221 0.1 0.1 -0.4
C 1.4131 0.4951 -8.8511 0.2 0.0 -0.5
C 0.9718 0.2867 -7.5271 -0.3 -0.1 0.9
C -0.0726 1.0541 -7.0048 0.2 -0.1 -0.2
C -0.4700 0.8838 -5.6970 0.1 -0.1 0.0
C 0.1689 -0.0540 -4.8787 0.2 0.0 -0.4
C 1.1832 -0.8509 -5.4236 -0.1 0.0 -0.1
C 1.5868 -0.6824 -6.7276 -0.1 0.1 -0.2
C -0.1218 -0.1697 -3.5025 -0.4 -0.2 1.0
C -0.2332 -0.2511 -2.2929 0.2 0.3 1.1
H -0.5602 1.7879 -7.6298 0.0 0.0 -0.1
H -1.2766 1.4848 -5.3018 0.0 0.0 0.1
H 1.6589 -1.5931 -4.7997 0.0 0.0 0.1
H 2.3809 -1.2930 -7.1322 0.0 0.0 -0.1
```
Positions in Å, forces in eV/Å.

Total charge ... 0
Frontier orbital gap (alpha / beta) ... 6.58 / 6.61 eV
Multiplicity ... 1
Highest occupied orbital energy (alpha / beta) ... -7.5 / -7.5 eV
Lowest unoccupied orbital energy (alpha / beta) ... -0.9 / -0.9 eV

***

Record 2
Here is C20H20AsOPtS5 as an isolated structure at a distorted geometry from the OMol25 dataset. Energies are from ωB97M-V with the def2-TZVPD basis set.

The geometry in XYZ format:
```
48
Properties=species:S:1:pos:R:3:forces:R:3
Pt -1.2716 0.3948 0.1052 -1.0 -0.7 0.5
O -5.6395 -3.1117 -3.6676 0.0 0.0 0.0
C -4.9642 -2.3843 -2.9792 -0.1 0.0 0.0
S -5.1042 -2.2798 -1.2165 -0.1 0.0 -0.1
C -3.8793 -1.0547 -0.9687 0.0 0.2 0.2
C -3.2388 -0.6212 -2.0666 0.1 0.3 0.2
S -1.9906 0.6289 -2.0159 0.1 -0.5 -0.7
S -3.7086 -1.3089 -3.6063 0.0 0.0 0.0
S -3.5652 -0.4918 0.6626 0.2 0.0 -0.2
C -0.9115 3.7947 0.2567 0.0 -0.1 -0.2
As -1.7110 2.7344 1.6499 0.4 0.4 0.6
C -3.6116 2.7441 1.3757 0.0 -0.1 -0.1
C -1.5583 4.0244 3.1088 0.0 -0.1 0.1
S -0.6819 1.0273 2.4091 -0.2 0.0 -0.2
H -1.4442 4.7459 0.2185 0.0 0.0 0.0
H -0.9789 3.2686 -0.6911 0.0 0.0 0.0
H 0.1322 3.9593 0.5170 0.0 0.0 0.0
H -3.9613 3.7391 1.6535 0.0 0.0 0.0
H -4.0600 1.9763 1.9996 0.0 0.0 0.0
H -3.8247 2.5103 0.3365 0.0 0.0 0.0
H -2.0645 4.9589 2.8663 0.0 0.0 0.0
H -0.4999 4.2055 3.2883 0.0 0.0 0.0
H -1.9915 3.5828 4.0048 0.0 0.0 0.0
C 2.9548 -5.0514 0.3125 0.0 0.0 0.0
C 1.7587 -5.2085 -0.3722 0.0 0.0 0.0
C 0.9447 -4.1116 -0.6154 0.0 0.0 0.0
C 1.3011 -2.8291 -0.1905 0.0 0.1 -0.2
C 2.4980 -2.6930 0.5212 0.0 0.0 0.1
C 3.3143 -3.7856 0.7621 0.0 0.0 0.0
C 0.3508 -1.7219 -0.4346 0.2 -0.1 -0.2
C 0.5123 -0.3855 -0.3705 0.8 0.5 0.1
C 1.8218 0.3206 -0.4523 -0.3 -0.2 -0.1
C 2.8634 -0.1967 -1.2292 0.1 0.1 -0.1
C 4.0615 0.4847 -1.3736 -0.1 0.0 0.0
C 4.2447 1.7155 -0.7542 0.0 0.0 0.0
C 3.2096 2.2570 -0.0061 -0.1 0.0 0.0
C 2.0100 1.5710 0.1312 0.1 0.0 0.0
H 3.5934 -5.9043 0.5071 0.0 0.0 0.0
H 1.4495 -6.1906 -0.7096 0.0 0.0 0.0
H 0.0065 -4.2417 -1.1428 0.0 0.0 0.0
H 2.7798 -1.7233 0.9080 0.0 0.0 0.0
H 4.2342 -3.6495 1.3187 0.0 0.0 0.0
H -0.6579 -2.0756 -0.6457 0.0 0.0 0.2
H 2.7221 -1.1463 -1.7287 0.0 0.0 0.0
H 4.8532 0.0548 -1.9754 0.0 0.0 0.0
H 5.1792 2.2520 -0.8669 0.0 0.0 0.0
H 3.3277 3.2271 0.4632 0.0 0.0 0.0
H 1.1958 1.9892 0.7032 0.0 0.0 0.0
```
Positions in Å, forces in eV/Å.

Total charge ... -1
Frontier orbital gap ... 5.99 eV
Multiplicity ... 1
Highest occupied orbital energy ... -3.6 eV
Lowest unoccupied orbital energy ... 2.3 eV

***

Record 3
Here is C20H20B2F4N10PtS2 as an isolated structure at a distorted geometry from the OMol25 dataset. Energies are from ωB97M-V with the def2-TZVPD basis set.

The geometry in XYZ format:
```
59
Properties=species:S:1:pos:R:3:forces:R:3
Pt -0.0989 -0.0653 -0.2442 2.8 -1.9 1.5
C 2.2376 -2.1884 2.5450 -0.2 0.3 -0.1
C 1.3783 -1.1397 2.2759 0.3 0.3 0.4
N 0.7408 -1.4122 1.1267 -1.0 0.5 -1.5
N 1.2318 -2.5577 0.6018 -0.1 0.5 0.5
C 2.1271 -3.0525 1.4602 -0.1 0.0 -0.2
B 0.7621 -2.9907 -0.7792 0.4 -2.0 -0.7
N 1.3649 -2.0322 -1.8267 -0.1 0.2 0.1
C 2.2273 -2.1243 -2.8345 0.1 -0.1 -0.2
C 2.1867 -0.9428 -3.5759 -0.2 0.1 0.1
C 1.2680 -0.1469 -2.9337 0.0 0.0 -0.2
N 0.7601 -0.8155 -1.8761 0.5 0.2 0.0
N -0.7916 -2.7825 -0.8879 -0.1 0.4 0.2
C -1.7569 -3.5461 -1.4186 0.1 -0.1 -0.1
C -2.9481 -2.8391 -1.4563 0.0 0.2 0.0
C -2.6393 -1.5923 -0.9423 -0.2 -0.1 -0.1
N -1.3502 -1.5794 -0.5797 -0.6 0.5 -0.1
N 1.1365 -4.4387 -0.9917 0.2 1.9 -0.5
C 0.5627 -5.5460 -0.5078 0.0 -1.8 0.3
C 1.3654 -6.6279 -0.8362 -0.4 1.1 0.3
C 2.4400 -6.0233 -1.5171 0.5 -0.6 -0.2
N 2.3306 -4.7161 -1.6124 -0.6 -0.1 0.3
H 2.8752 -2.2969 3.4057 -0.1 0.0 0.0
H 1.1800 -0.2435 2.8419 0.1 0.0 -0.1
H 2.6442 -3.9776 1.2519 -0.1 -0.1 0.0
H 2.8052 -3.0244 -2.9821 -0.1 0.0 0.1
H 2.7330 -0.7226 -4.4767 0.0 0.0 0.0
H 0.8785 0.8181 -3.2094 0.0 0.0 0.0
H -1.5503 -4.5491 -1.7569 0.1 0.0 0.1
H -3.9004 -3.1819 -1.8223 0.0 0.0 0.0
H -3.2651 -0.7227 -0.8141 0.0 0.0 0.0
H -0.3543 -5.5454 0.0611 0.0 0.1 0.0
H 1.2155 -7.6585 -0.5688 0.0 0.0 -0.1
H 3.3029 -6.5121 -1.9422 0.0 0.0 0.0
C -2.1229 -1.2213 2.5661 0.0 0.1 0.0
C -2.1404 0.1933 2.1127 0.1 -0.1 -0.1
N -1.4186 0.7567 1.1630 -0.1 0.1 0.6
C -1.7245 2.1160 1.0257 0.1 0.0 -0.1
C -2.6999 2.5531 1.9013 0.0 0.0 0.0
S -3.2265 1.2993 2.8831 -0.1 0.0 0.1
C -0.9923 2.8957 0.1065 -0.1 0.0 0.0
C -1.0307 4.3017 -0.0242 0.0 -0.1 0.1
S 0.1957 4.8226 -1.0070 0.1 0.1 0.0
C 0.7494 3.1574 -1.2465 0.1 0.0 0.0
N -0.0253 2.2814 -0.6512 -0.7 0.0 -0.5
C 2.0216 2.9714 -1.9580 -0.1 0.0 0.1
H -1.3453 -1.7837 2.0672 0.0 -0.1 0.0
H -3.0944 -1.6833 2.3725 0.0 0.0 0.0
H -1.9630 -1.2575 3.6463 0.0 0.0 0.0
H -3.1112 3.5487 1.9860 0.0 0.0 0.0
H -1.7137 4.9862 0.4595 0.0 0.0 0.0
H 2.1404 3.7050 -2.7560 0.0 0.0 0.0
H 2.1634 1.9592 -2.3122 0.1 0.1 0.0
H 2.8253 3.1379 -1.2246 0.0 0.0 0.0
F 1.8215 0.7540 0.0509 -1.0 0.6 0.1
B 3.5497 0.4006 0.3132 0.3 -0.2 0.0
F 3.6071 0.5981 1.6355 0.0 0.0 0.0
F 3.5679 -0.8764 -0.1301 0.0 0.1 0.0
F 4.0559 1.3392 -0.5005 0.0 0.0 0.1
```
Positions in Å, forces in eV/Å.

Total charge ... +3
Frontier orbital gap (alpha / beta) ... 4.07 / 2.98 eV
Multiplicity ... 2
Highest occupied orbital energy (alpha / beta) ... -16.2 / -16.2 eV
Lowest unoccupied orbital energy (alpha / beta) ... -12.2 / -13.3 eV

***

Record 4
Here is C20H20BF2N5O2S2Ti as an isolated structure from the OMol25 dataset. Energies are from ωB97M-V with the def2-TZVPD basis set.

The geometry in XYZ format:
```
53
Properties=species:S:1:pos:R:3:forces:R:3
Ti -0.2182 0.3933 0.2369 -0.2 -0.2 0.1
C 3.1859 -2.6449 3.0225 -0.1 0.0 0.0
S 1.5062 -3.2767 2.8468 0.0 0.0 0.0
C 0.6268 -1.8891 2.1807 0.0 0.0 -0.1
S 1.3577 -0.3175 2.1007 0.0 0.0 -0.1
N -0.5486 -2.2120 1.7857 0.0 0.0 0.0
N -1.3096 -1.0803 1.3140 0.0 0.1 0.0
C -2.0373 -0.4559 2.3883 0.0 0.0 0.0
C -2.0155 0.8891 2.4648 0.1 0.0 0.0
C -2.7614 1.6713 3.4327 0.0 0.0 0.0
C -2.7239 3.0166 3.4030 0.0 0.0 0.0
C -1.9528 3.7027 2.4054 0.0 0.0 0.0
C -1.2516 2.9454 1.5247 0.0 0.0 0.0
N -1.2273 1.5915 1.5398 0.1 0.0 0.0
H 3.7731 -3.4807 3.4032 0.0 0.0 0.0
H 3.2235 -1.8202 3.7296 0.0 0.0 0.0
H 3.5805 -2.3216 2.0626 0.0 0.0 0.0
H -2.6044 -1.0992 3.0452 0.0 0.0 0.0
H -3.3515 1.1373 4.1665 0.0 0.0 0.0
H -3.2875 3.5887 4.1312 0.0 0.0 0.0
H -1.9293 4.7805 2.3453 0.0 0.0 0.0
H -0.6601 3.4091 0.7412 0.0 0.0 0.0
C 3.4848 -0.2182 -1.5034 0.0 0.0 0.0
C 2.0418 -0.5043 -1.2488 0.0 0.0 0.0
O 1.3322 0.5239 -0.8056 0.0 0.1 -0.1
C 1.4747 -1.7600 -1.4131 0.0 0.1 0.0
C 0.1512 -2.1277 -1.2262 0.0 0.0 0.0
C -0.2695 -3.5573 -1.3548 0.0 0.0 0.0
N -0.8798 -1.1317 -1.0431 0.1 0.0 0.0
N -1.2994 -0.6088 -2.3244 0.0 0.0 0.0
C -1.4359 0.6674 -2.2414 0.0 -0.1 0.0
O -1.1837 1.3629 -1.1593 0.0 0.1 0.0
C -1.9368 1.4130 -3.4271 0.0 0.0 0.0
C -2.1334 0.7702 -4.6469 0.0 0.0 0.0
C -2.6014 1.4815 -5.7389 0.0 0.0 0.0
C -2.8825 2.8380 -5.6228 0.0 0.0 0.0
C -2.6910 3.4791 -4.4081 0.0 0.0 0.0
C -2.2173 2.7695 -3.3131 0.0 0.0 0.0
H 3.9613 0.1282 -0.5815 0.0 0.0 0.0
H 3.5909 0.5795 -2.2439 0.0 0.0 0.0
H 4.0062 -1.1044 -1.8625 0.0 0.0 0.0
H 2.1544 -2.5530 -1.7028 0.0 0.0 0.0
H 0.5540 -4.1487 -1.7568 0.0 0.0 0.0
H -1.1328 -3.6436 -2.0178 0.0 0.0 0.0
H -0.5602 -3.9716 -0.3877 0.0 0.0 0.0
H -1.9163 -0.2871 -4.7134 0.0 0.0 0.0
H -2.7516 0.9771 -6.6855 0.0 0.0 0.0
H -3.2521 3.3919 -6.4772 0.0 0.0 0.0
H -2.9128 4.5347 -4.3109 0.0 0.0 0.0
H -2.0653 3.2510 -2.3568 0.0 0.0 0.0
F -3.0737 -0.5054 -0.2288 0.0 0.0 0.0
B -2.0885 -1.4497 -0.0146 0.0 0.0 0.0
F -2.5783 -2.7321 -0.0564 0.0 0.0 0.0
```
Positions in Å, forces in eV/Å.

Total charge ... -1
Frontier orbital gap (alpha / beta) ... 6.06 / 6.29 eV
Multiplicity ... 2
Highest occupied orbital energy (alpha / beta) ... -3.4 / -3.7 eV
Lowest unoccupied orbital energy (alpha / beta) ... 2.6 / 2.6 eV

***

Record 5
Here is one molecule with the formula C20H20BrNO2 at a distorted geometry from the OMol25 dataset. Energies are from ωB97M-V with the def2-TZVPD basis set.

The geometry in XYZ format:
```
44
Properties=species:S:1:pos:R:3:forces:R:3
O 0.2703 2.4603 -1.5039 0.0 -1.1 2.7
Br 7.3784 -2.7918 -4.1950 0.1 0.1 -0.2
N 0.2454 -0.0936 0.7109 1.8 0.0 -3.1
O 1.7898 -0.6724 -0.9838 -1.3 -1.1 1.8
C 1.0276 1.5115 -1.1790 -3.5 2.1 -2.6
C 2.0446 1.2577 -2.0506 4.6 -1.7 -2.5
C 2.4875 -0.0380 -1.9195 -2.1 3.2 -0.3
C 0.8266 0.2265 -0.4053 -0.9 0.2 4.3
C 5.3047 -0.7652 -4.1640 0.8 0.8 -2.7
C 5.1365 -2.4893 -2.5036 -1.9 -0.3 0.0
C 4.1047 -0.1572 -3.7829 1.9 -2.6 1.8
C 3.9288 -1.8642 -2.0018 2.5 -1.6 -1.2
C 5.8296 -1.9450 -3.5792 -1.6 1.1 1.0
C 3.5189 -0.7106 -2.6270 -0.2 -0.1 0.2
C -3.0751 0.6503 3.4579 0.7 -1.4 -0.7
C -2.4541 2.8056 2.4685 3.7 -3.8 -2.0
C -0.9968 1.7379 4.3422 -0.7 0.2 -0.9
C -2.0561 0.7430 1.0730 -1.0 -2.2 0.1
C -0.7693 -0.3021 2.9171 2.3 2.6 -0.1
C -0.1433 2.0337 1.9775 0.7 0.4 0.1
C -2.9546 1.4097 2.0901 -2.3 0.6 0.5
C -1.6273 0.3817 3.9635 0.0 0.7 1.6
C -1.0202 2.6081 3.0816 -0.1 2.2 0.1
C -0.6257 0.6362 1.6625 -0.8 -1.6 -1.2
H 2.4241 1.8653 -2.8903 -0.6 0.1 1.0
H 5.8395 -0.3634 -5.1072 -0.9 -0.7 1.7
H 5.3450 -3.5226 -2.2294 0.3 0.4 0.5
H 3.6619 0.6636 -4.2557 -0.2 1.1 -0.7
H 3.3193 -2.3121 -1.2026 0.6 0.3 -0.4
H -3.5858 -0.3361 3.3322 0.2 0.7 0.0
H -3.6138 1.2214 4.2287 0.0 0.0 -0.4
H -2.4469 3.4498 1.6404 0.5 0.9 -1.4
H -3.0357 3.2410 3.1143 -3.5 2.2 3.9
H 0.0295 1.5474 4.6619 0.0 0.3 0.2
H -1.5586 2.3009 5.1135 0.3 -0.7 -0.1
H -2.5540 -0.3099 0.8717 1.4 1.7 0.3
H -2.1301 1.2891 0.1359 0.4 0.1 -0.1
H 0.3020 -0.5053 3.2089 -1.1 0.1 0.3
H -1.2066 -1.1988 2.6528 -0.8 -2.0 -0.9
H -0.3369 2.6174 1.0760 0.5 0.2 -0.1
H 0.9527 2.0609 2.2198 -0.9 -0.1 -0.1
H -3.9727 1.4727 1.5643 1.1 0.0 1.0
H -1.6004 -0.1909 4.9148 -0.4 -0.1 -0.6
H -0.7195 3.6608 3.3847 0.2 -1.1 -0.5
```
Positions in Å, forces in eV/Å.

Total charge ... 0
Frontier orbital gap ... 7.70 eV
SMILES ... O=C1C=C(c2ccc(Br)cc2)O/C1=N/[C@]12C[C@H]3C[C@H](C[C@H](C3)C1)C2
Multiplicity ... 1
Highest occupied orbital energy ... -8.7 eV
Lowest unoccupied orbital energy ... -1.0 eV

***

Record 6
Here is C20H20Cl2N4O8Pt as an isolated structure at a distorted geometry from the OMol25 dataset. Energies are from ωB97M-V with the def2-TZVPD basis set.

The geometry in XYZ format:
```
55
Properties=species:S:1:pos:R:3:forces:R:3
Pt 0.0461 0.1623 -0.0525 -0.4 0.0 -0.1
Cl 3.6600 0.9598 0.4794 3.1 1.1 0.4
O 4.1980 2.0451 -0.3149 -0.1 -0.9 0.4
O 4.0139 -0.3285 0.0145 1.5 -1.4 -0.9
O 4.0180 1.1089 1.8554 0.3 0.2 0.3
O 2.2685 0.9794 0.3804 -5.2 1.0 -0.2
Cl -3.6028 0.2374 -0.3290 -0.3 -1.0 -1.3
O -4.5095 -0.8918 -0.4304 0.9 0.9 -0.2
O -2.2235 -0.3158 -0.3009 0.0 -0.8 0.5
O -3.6419 1.1215 -1.4399 -0.3 0.0 -1.4
O -3.8883 1.0048 0.8070 0.1 0.5 2.3
N 0.5945 -1.9150 0.6603 1.2 -3.3 2.1
C 1.5882 -2.3458 1.5820 -1.0 1.8 -1.6
C 1.6516 -3.5933 2.1588 0.1 0.9 0.4
C 0.6475 -4.4851 1.9353 -0.6 -0.6 -0.7
C -0.2658 -4.2169 0.9170 0.7 0.2 1.3
C -0.2554 -2.9333 0.3662 -0.2 0.0 -0.9
H 2.3338 -1.6133 1.8537 0.0 0.3 -0.2
H 2.4161 -3.8448 2.8790 0.2 0.3 0.0
H 0.6260 -5.3716 2.5517 -0.2 -0.3 -0.3
H -0.9608 -5.0103 0.6847 -0.4 0.5 -0.4
H -0.9896 -2.7582 -0.4063 -0.1 0.5 0.0
N -0.4672 0.4514 2.1232 0.5 1.6 3.3
C 0.0491 1.5280 2.8725 -0.4 -1.1 -1.4
C -0.2439 1.7664 4.1887 0.5 0.7 0.1
C -0.9835 0.8815 4.9226 -1.3 -0.7 0.2
C -1.4855 -0.2140 4.2774 0.2 -0.7 -2.2
C -1.2188 -0.3859 2.8736 0.5 0.4 0.5
H 0.7534 2.1938 2.3959 -0.1 -0.1 -0.5
H 0.1034 2.6572 4.6910 0.4 0.1 -0.3
H -1.2918 1.0535 5.9433 0.3 0.1 0.2
H -2.1034 -0.9477 4.7737 0.0 0.0 0.0
H -1.5602 -1.2658 2.3486 -0.4 0.0 0.0
N -0.3652 2.1603 -0.9219 -0.8 4.2 -1.2
C 0.0747 2.4903 -2.2044 -1.1 -1.5 1.7
C -0.0819 3.7214 -2.7920 0.0 -0.6 -0.5
C -0.6866 4.7262 -2.1060 -0.8 1.6 0.1
C -1.1602 4.5469 -0.8265 0.8 -1.7 0.1
C -1.0007 3.2622 -0.2968 1.2 -1.3 -0.1
H 0.3787 1.6510 -2.8124 0.5 0.0 0.2
H 0.1452 3.8611 -3.8386 0.3 -0.1 0.0
H -0.8902 5.6650 -2.5997 0.2 0.2 -0.1
H -1.5763 5.3417 -0.2253 -0.2 -0.1 -0.1
H -1.3535 3.1495 0.7177 0.0 -0.7 0.1
N 0.2807 -0.6086 -2.2444 1.6 -1.4 -1.8
C 1.5878 -0.9474 -2.5662 -2.5 1.1 0.8
C 1.8937 -1.7287 -3.6554 1.1 0.1 0.2
C 0.9247 -2.1887 -4.5038 -1.1 0.8 -0.2
C -0.3950 -1.7472 -4.2694 1.4 -1.8 -1.2
C -0.6559 -1.0430 -3.1522 -0.2 1.5 2.5
H 2.3294 -0.4873 -1.9301 0.3 -0.3 0.1
H 2.9454 -1.9106 -3.8202 0.0 -0.2 -0.1
H 1.1891 -2.7631 -5.3793 -0.1 -0.1 0.0
H -1.1853 -2.0893 -4.9211 -0.2 0.2 0.0
H -1.6749 -0.7760 -2.9137 -0.1 0.1 0.2
```
Positions in Å, forces in eV/Å.

Total charge ... 0
Frontier orbital gap (alpha / beta) ... 7.90 / 8.98 eV
Multiplicity ... 3
Highest occupied orbital energy (alpha / beta) ... -8.1 / -9.5 eV
Lowest unoccupied orbital energy (alpha / beta) ... -0.2 / -0.5 eV

***

Listing relative energy (zero: lowest compared OMol25 entry of this formula, charge and spin) for the structures above in their given order: 15.5, 31.8, 38.5, 38.9, 15.0, 46.0 kcal per mole.